[1]
Computed, not measured: 2 unconnected molecules or ions with the total composition C3H5N2OP, with ωB97M-V with the def2-TZVPD basis set.

Each line ends with the Löwdin charge.
Cartesian coordinates (Å):
1 N 1.49792 -0.05918 0.20636  0.103
2 C 0.56673 0.03681 1.11544  -0.184
3 C -0.72929 -0.38075 0.86329  -0.098
4 C -1.05932 -0.88990 -0.40028  -0.366
5 O -0.45404 -0.77898 -1.43781  -0.239
6 H 2.41599 -0.05871 0.54519  0.089
7 H 1.07741 -0.43883 -0.73472  0.109
8 H 0.91748 0.50258 2.14224  0.167
9 H -1.38491 -0.33494 1.61991  0.050
10 H -2.04114 -1.46556 -0.57801  0.139
11 N -0.45434 2.34714 -1.07782  -0.492
12 P -0.35250 1.52032 -2.26380  0.722

Summary:
Total energy, eV: -17506.08794
Spin multiplicity: 1
SMILES: N/C=C\C=O.N#P
Molecular weight, g mol⁻¹: 116.06
Kohn-Sham gap, eV: 9.305
E_LUMO, Ha: 0.013

[2]
Computed, not measured: 2 unconnected molecules or ions with the total composition C3H5N2OS, with ωB97M-V with the def2-TZVPD basis set.

Each line ends with the Löwdin charge.
Cartesian coordinates (Å):
1 C 0.18647 -0.15827 1.35918  -0.041
2 C -0.90295 0.26857 -0.65503  -0.642
3 C 0.33953 -0.10865 -1.39527  -0.438
4 N 1.30914 -0.33819 0.68315  0.107
5 N -0.93714 0.13854 0.76521  0.070
6 O 1.42025 -0.50615 -0.68852  0.001
7 S -0.32313 1.66628 -1.47797  0.968
8 H 0.44544 -0.26844 2.46841  0.209
9 H -2.48421 -0.02568 -1.08768  0.268
10 H 0.67885 -0.50615 -2.34857  0.151
11 H 2.09870 -0.59540 1.24438  0.180
12 H -1.83095 0.43354 1.13272  0.167

Summary:
Total energy, eV: -19042.45104
Spin multiplicity: 1
Net charge: +1
Molecular weight, g mol⁻¹: 117.15
Kohn-Sham gap, eV: 9.361
E_LUMO, Ha: -0.159

[3]
Computed, not measured: a gas-phase ion, C3H5N2OS (charge +1), with ωB97M-V with the def2-TZVPD basis set.

Each line ends with the Löwdin charge.
Cartesian coordinates (Å):
1 C -1.87635 0.24649 0.20218  -0.047
2 N -0.51335 0.08695 -0.07922  -0.369
3 C 0.33323 -0.68348 0.52017  0.075
4 C 1.70599 -0.46241 0.13550  -0.460
5 O 2.73615 -0.95647 0.55351  0.144
6 N 1.61751 0.41770 -0.93891  -0.180
7 S 0.13724 0.95752 -1.41019  1.195
8 H -2.54495 0.34124 -0.71251  0.143
9 H -1.99307 1.11800 0.86053  0.129
10 H -2.11283 -0.64074 0.78301  0.116
11 H 0.06313 -1.20751 1.34923  0.146
12 H 2.44732 0.78270 -1.26330  0.108

Summary:
Total energy, eV: -19046.27068
Spin multiplicity: 1
Net charge: +1
SMILES: C[n+]1cc(=O)[nH]s1
Molecular weight, g mol⁻¹: 117.15
Kohn-Sham gap (spin up / spin down), eV: 8.225 / 8.226
E_LUMO (spin up / spin down), Ha: -0.222 / -0.222

[4]
Computed, not measured: a gas-phase ion, C3H5N2OS2 (charge +1), with ωB97M-V with the def2-TZVPD basis set.

Each line ends with the Löwdin charge.
Cartesian coordinates (Å):
1 C -0.78819 -1.20820 -1.33311  -0.230
2 C -0.69897 0.60533 0.59367  -0.481
3 C 0.87249 0.81362 0.91835  -0.850
4 N -1.17550 -0.31835 -0.26394  0.110
5 N 0.36732 -1.31952 -1.73661  0.059
6 O -1.47396 1.21951 1.30915  0.055
7 S 1.94548 -0.24985 0.10916  0.986
8 S 1.19887 1.98741 2.06791  1.040
9 H -1.68583 -1.65651 -1.81407  0.149
10 H -2.25092 -0.19508 -0.39426  0.206
11 H 0.76286 -1.82346 -2.49004  0.079
12 H 3.04511 0.08911 0.87497  -0.048
13 H -0.11877 2.05599 2.15884  -0.076

Summary:
Total energy, eV: -29881.22187
Spin multiplicity: 1
Net charge: +1
Molecular weight, g mol⁻¹: 149.22
Kohn-Sham gap, eV: 7.951
E_LUMO, Ha: -0.230